No. 1
{
  "formula": "H3O4P",
  "method": "ωB97M-V/def2-TZVPD",
  "elements": ["O", "O", "O", "O", "P", "H", "H", "H"],
  "positions_angstrom": [[-1.25952, 1.18119, 0.37863], [2.02977, 0.39677, 0.60751], [-1.68859, 0.03907, -0.12843], [1.07091, 0.47499, -0.49731], [-1.05571, -1.30325, 0.19636], [0.14830, 1.07989, -0.12292], [2.87853, 0.05431, 0.06812], [-2.12369, -1.92297, -0.50197]],
  "homo_lumo_gap_ev": 7.16,
  "homo_ev": -9.3,
  "mol_weight_g_mol": 97.99,
  "relative_energy_kcal_mol": 162.1
}

No. 2
{
  "formula": "H3O4PSi",
  "method": "ωB97M-V/def2-TZVPD",
  "elements": ["O", "O", "O", "O", "Si", "P", "H", "H", "H"],
  "positions_angstrom": [[1.83141, -0.98813, 1.21181], [2.00656, 1.27265, -0.08268], [1.42488, -0.93204, -1.28880], [-1.65275, 1.75813, -0.06063], [-1.44863, 0.25570, -0.00050], [1.56004, -0.20730, -0.02570], [-2.32109, -0.36139, 0.97007], [-1.49753, -0.70472, -1.08479], [0.09712, -0.09289, 0.36122]],
  "homo_lumo_gap_ev": 7.40,
  "homo_ev": -0.4,
  "mol_weight_g_mol": 126.08,
  "total_charge": -2,
  "relative_energy_kcal_mol": 18.2
}

No. 3
{
  "formula": "H3OPS",
  "method": "ωB97M-V/def2-TZVPD",
  "elements": ["O", "P", "H", "S", "H", "H"],
  "positions_angstrom": [[-0.61383, -1.92136, 2.32069], [-0.92940, -2.47232, 1.03061], [0.04339, -1.73690, 0.08372], [0.29762, 2.54064, -0.86599], [0.65502, 1.35343, -0.46708], [0.54719, 2.23652, -2.10195]],
  "homo_lumo_gap_ev": 8.77,
  "homo_ev": -9.8,
  "mol_weight_g_mol": 82.06,
  "smiles": "O=P.S",
  "relative_energy_kcal_mol": 34.7
}

No. 4
{
  "formula": "H3OPS2",
  "method": "ωB97M-V/def2-TZVPD",
  "elements": ["O", "P", "S", "S", "H", "H", "H"],
  "positions_angstrom": [[0.23609, -0.58532, -0.12456], [-0.62373, 0.77804, 0.06073], [2.96972, 0.50683, 0.35589], [1.87991, -1.00383, -0.04689], [-2.41744, -1.16311, -0.34423], [0.37129, 1.81280, 0.13260], [-2.41584, -0.34541, -0.03353]],
  "homo_lumo_gap_ev": [7.87, 6.40],
  "homo_ev": [-8.8, -8.2],
  "mol_weight_g_mol": 114.13,
  "relative_energy_kcal_mol": 106.3
}

No. 5
{
  "formula": "H3OS",
  "method": "ωB97M-V/def2-TZVPD",
  "elements": ["S", "H", "H", "H", "O"],
  "positions_angstrom": [[0.72501, -0.68462, 1.68997], [1.45013, 0.14256, 0.91370], [-1.03413, -0.33000, -1.37540], [-0.25331, 0.34433, -0.25321], [-0.88770, 0.52773, -0.97505]],
  "homo_lumo_gap_ev": 7.29,
  "homo_ev": -2.8,
  "mol_weight_g_mol": 51.09,
  "total_charge": -1,
  "relative_energy_kcal_mol": 2.4
}

No. 6
{
  "formula": "H3OS",
  "method": "ωB97M-V/def2-TZVPD",
  "elements": ["S", "H", "H", "H", "O"],
  "positions_angstrom": [[0.99784, 0.35252, 0.44834], [1.35712, -0.44500, 1.46467], [-1.02319, -0.05813, -0.63670], [-1.62036, -1.35929, -1.02932], [-1.89095, -0.43870, -0.92104]],
  "homo_lumo_gap_ev": 7.35,
  "homo_ev": -2.8,
  "mol_weight_g_mol": 51.09,
  "total_charge": -1,
  "relative_energy_kcal_mol": 1.4
}

No. 7
{
  "formula": "H3OS",
  "method": "ωB97M-V/def2-TZVPD",
  "elements": ["S", "H", "H", "H", "O"],
  "positions_angstrom": [[-0.46646, 0.15946, 1.62329], [-1.57836, -0.08953, 0.92960], [1.32213, 0.32099, -0.61877], [0.02187, -0.37246, -0.67289], [0.70082, -0.01846, -1.26122]],
  "homo_lumo_gap_ev": 7.47,
  "homo_ev": -2.8,
  "mol_weight_g_mol": 51.09,
  "total_charge": -1,
  "relative_energy_kcal_mol": 3.2
}

No. 8
{
  "formula": "H3PS4",
  "method": "ωB97M-V/def2-TZVPD",
  "elements": ["P", "S", "S", "S", "S", "H", "H", "H"],
  "positions_angstrom": [[-1.72381, 1.23002, 0.25856], [-0.23767, 1.32027, -0.94867], [2.91374, -0.50373, -0.88222], [-2.06166, -0.94350, 0.48267], [-2.97322, 2.45715, 1.19567], [4.04886, -0.74681, -0.07183], [-3.03097, -1.07803, 1.41370], [3.06474, -1.73535, -1.44788]],
  "homo_lumo_gap_ev": 8.39,
  "homo_ev": -9.7,
  "mol_weight_g_mol": 162.27,
  "relative_energy_kcal_mol": 20.3
}

No. 9
{
  "formula": "H41O20",
  "method": "ωB97M-V/def2-TZVPD",
  "elements": ["O", "H", "O", "H", "H", "O", "H", "H", "O", "H", "H", "O", "H", "H", "O", "H", "H", "O", "H", "H", "O", "H", "H", "O", "H", "H", "O", "H", "H", "O", "H", "H", "O", "H", "H", "O", "H", "H", "O", "H", "H", "O", "H", "H", "O", "H", "H", "O", "H", "H", "O", "H", "H", "O", "H", "H", "O", "H", "H", "H", "H"],
  "positions_angstrom": [[-0.20911, 2.51658, 2.78645], [0.17670, 2.62611, 0.56359], [3.25069, -4.10563, -0.90286], [3.30121, -4.76181, -0.19158], [3.06466, 2.00435, 1.89072], [0.27756, 5.49750, -0.68919], [0.04992, 6.37150, -0.37157], [-0.16005, 5.44745, -1.53923], [0.33536, -1.33360, 4.15413], [0.32373, -1.37766, 3.16357], [-3.88087, 1.05768, 2.18655], [0.69776, -2.65434, -0.76439], [-0.97574, -0.75981, 0.73114], [0.77990, -2.11942, 4.46986], [-0.71638, 0.03502, 1.38037], [-0.87740, -4.04406, -0.93556], [0.10454, -2.31136, -1.44129], [4.33475, -0.78603, 0.17984], [1.46546, 2.16625, -0.06307], [-2.33229, -4.59869, -0.85610], [-2.17887, 0.74828, -3.94185], [-1.65029, 0.91289, -3.14627], [-2.69674, -0.06910, -3.79452], [1.42639, -2.15501, 1.86379], [1.28630, -2.67619, 1.06923], [1.29117, -3.35333, -1.09175], [1.99293, 0.81588, -4.69342], [2.67068, 0.17904, -4.88103], [1.36952, 0.84386, -5.43374], [-3.24033, -2.08437, -1.51092], [-3.93607, -1.48831, -1.74597], [4.66297, -0.53778, -0.67844], [-3.12318, -1.61275, 1.13573], [-3.90341, -2.02187, 1.55267], [-3.24980, -1.89439, 0.21964], [0.04937, 3.19785, -3.09750], [0.33849, 3.86242, -3.71757], [-0.83690, 3.30832, -2.75010], [-1.86215, -0.15024, 3.79662], [3.60604, -4.51104, -1.68524], [-2.22090, -0.41605, 4.64374], [1.17873, 2.94667, 0.65586], [-2.81668, -2.81576, -1.98421], [0.10447, 2.54855, 3.69515], [-4.49755, 0.32548, 1.98301], [-0.93825, 1.06486, -0.18732], [-4.27311, 0.18104, 1.03455], [-1.01480, 2.01593, -0.24066], [-1.40200, 2.40814, -1.03723], [-1.63423, -1.02708, 3.43773], [-1.74076, -4.11544, -1.43065], [-0.49770, 1.57510, 2.89430], [4.80640, -1.09926, 0.94232], [2.71467, 1.12632, 1.77826], [1.25970, 2.83761, 1.70899], [3.48352, 0.66277, 1.34173], [2.13214, 1.21330, -0.99118], [1.78134, 0.32497, -1.14089], [2.01818, 1.64367, -1.84136], [-1.54005, -0.08613, 1.91846], [2.07037, -1.49888, 1.59864]],
  "homo_lumo_gap_ev": 9.70,
  "homo_ev": -12.5,
  "mol_weight_g_mol": 361.31,
  "total_charge": 1,
  "relative_energy_kcal_mol": 83.5
}

No. 10
{
  "formula": "H41O21",
  "method": "ωB97M-V/def2-TZVPD",
  "elements": ["O", "H", "H", "O", "H", "H", "O", "H", "H", "O", "H", "H", "O", "H", "H", "O", "H", "H", "O", "H", "H", "O", "H", "H", "O", "H", "H", "O", "H", "H", "O", "H", "H", "O", "H", "H", "O", "H", "H", "O", "H", "H", "O", "H", "H", "O", "H", "O", "H", "H", "O", "H", "H", "O", "H", "H", "O", "H", "H", "O", "H", "H"],
  "positions_angstrom": [[1.70981, 0.88519, 1.71406], [0.75901, 0.84805, 2.05989], [2.13042, 0.21228, 2.23968], [0.01231, 0.29667, -0.49739], [-0.34820, 0.31259, 0.34072], [1.03085, 0.17874, -0.37652], [-0.62458, -0.95405, -2.80853], [-0.44379, -1.87975, -2.73081], [-0.51857, -0.55797, -1.95845], [-2.67420, 1.43980, -1.55623], [-2.43995, 1.31966, -0.62694], [-2.95724, 0.59222, -1.91218], [1.11882, 2.19612, -4.79404], [1.13528, 1.36561, -4.30434], [1.41063, 3.03946, -4.35188], [1.82650, 2.51431, -1.96797], [1.12309, 1.88543, -1.43320], [1.20477, 3.25756, -1.81420], [-2.48261, 0.42156, -3.96925], [-1.67209, -0.03162, -3.54918], [-2.33740, 1.31302, -3.77943], [-0.26588, -3.54290, -2.67301], [-0.01198, -3.57877, -1.79304], [-1.09291, -3.92142, -2.87234], [2.50788, -1.65893, 3.43243], [2.25514, -2.39841, 2.87039], [3.48669, -1.74183, 3.55206], [0.31566, -3.81127, 2.28967], [0.02936, -4.08893, 1.38350], [-0.03020, -2.90759, 2.26323], [-1.63128, -2.05313, 0.82707], [-2.34786, -0.82753, 0.80539], [-2.28347, -2.72785, 0.70215], [0.65167, 1.83552, 3.97852], [0.86832, 2.59425, 3.37759], [0.14588, 1.12785, 3.39508], [2.93159, -1.06633, -0.23016], [3.64582, -0.44960, -0.62910], [2.69038, -0.24174, 0.39536], [-1.94404, 0.72858, 4.07523], [-2.81794, 1.36796, 4.22371], [-2.40643, 0.01230, 3.57248], [3.56968, 2.86927, 2.08085], [2.92054, 2.22009, 1.74929], [3.07850, 3.64356, 1.88106], [-3.03292, 0.01165, 0.62092], [-3.75402, -0.56867, 1.02402], [1.51511, -0.72954, -3.71177], [1.01486, -0.28499, -3.06731], [1.20825, -1.41273, -4.27268], [-0.34339, -0.78062, 2.48964], [-0.92942, -1.36701, 2.08870], [0.43546, -1.29472, 2.42475], [-1.26501, 3.62811, -2.50145], [-1.55370, 2.74664, -2.20671], [-0.96871, 3.98693, -1.69767], [-1.55221, 1.79828, 1.89243], [-1.31013, 1.73139, 2.93664], [-2.19200, 1.22418, 1.79272], [0.42499, -3.27170, -0.14560], [1.28298, -3.03846, -0.32944], [-0.20805, -2.41677, 0.08162]],
  "homo_lumo_gap_ev": 9.50,
  "homo_ev": -7.4,
  "mol_weight_g_mol": 377.31,
  "total_charge": -1,
  "relative_energy_kcal_mol": 143.0
}

No. 11
{
  "formula": "H43O21",
  "method": "ωB97M-V/def2-TZVPD",
  "elements": ["O", "H", "H", "O", "H", "H", "O", "H", "H", "O", "H", "H", "O", "H", "H", "O", "H", "H", "O", "H", "H", "O", "H", "H", "O", "H", "H", "O", "H", "H", "O", "H", "H", "O", "H", "H", "O", "H", "H", "O", "H", "H", "O", "H", "H", "O", "H", "O", "H", "H", "O", "H", "H", "O", "H", "H", "O", "H", "H", "O", "H", "H", "H", "H"],
  "positions_angstrom": [[0.33939, -1.11886, 1.33250], [0.61279, -4.50789, 2.81093], [-1.39142, -0.82641, -2.56546], [3.57256, 1.01076, -0.50953], [2.37153, 1.35924, 0.30877], [-1.40759, 0.39159, -1.37205], [0.31974, 4.45855, -1.18247], [0.53976, 5.41780, -1.36750], [-1.29571, -3.61259, -0.28317], [2.44370, -2.98885, -0.93187], [-0.92728, -3.52276, -1.74663], [1.00496, -3.38414, 3.62603], [3.03012, 3.04148, -1.72503], [-2.98510, 3.20332, -3.65990], [2.39523, 3.56254, -2.26004], [-1.05600, -3.00735, -0.95448], [-0.67605, 1.12329, 2.14489], [-3.69485, -1.54859, 1.86714], [-1.55746, -1.95816, 3.86483], [3.48530, 3.54184, -1.06714], [0.95489, 3.49001, 2.02304], [-1.11683, 0.05251, -0.53112], [0.11589, -1.82390, 0.85638], [1.16881, 4.72027, 1.13344], [-3.89895, -0.17978, -0.05924], [-0.13436, 1.76579, -1.41791], [-3.99469, 0.59062, -0.62926], [-2.98911, 3.07975, -2.76562], [-1.37217, 0.94815, 0.84789], [-3.99533, 2.98523, -2.69399], [3.53672, -1.13874, 1.44992], [4.15614, -0.66836, 0.84628], [-0.69387, -2.15245, 4.43400], [-0.79421, -5.24061, 0.92374], [-0.48600, -4.22811, 1.34789], [-1.87157, -5.30959, 0.90250], [0.46625, 1.92460, -2.16311], [-3.94358, -0.92474, -0.72165], [0.19441, 1.32247, -2.90850], [-3.23668, -2.26187, 1.28380], [-2.28205, -2.39978, 1.52252], [-1.70445, -0.58186, -0.16867], [-0.66137, -0.29156, -3.07726], [-4.37825, 2.36883, -0.04104], [3.30203, 0.84008, -1.40758], [2.10849, 1.42601, 1.34607], [3.90016, -2.06105, 1.51067], [2.55455, -1.09164, -3.18235], [3.20694, -1.66152, -3.53025], [1.97396, -0.45610, -3.49667], [-4.20567, 2.30261, 1.02205], [-4.10620, 3.28511, 1.37490], [0.27871, -1.31565, 2.26267], [0.36817, -3.55590, 2.94460], [3.08139, -3.25173, -1.52527], [-1.92791, -2.89704, 3.98576], [1.46315, 4.14815, 1.81456], [4.05539, 1.82067, -0.40870], [2.35935, -2.10781, -0.77959], [-0.63911, 1.56092, 1.36213], [0.29536, 4.11664, -2.00601], [-0.21244, -1.03566, -3.17644], [2.63202, 0.53402, 1.74250], [1.01628, 1.51420, 1.58816]],
  "homo_lumo_gap_ev": 10.82,
  "homo_ev": -13.4,
  "mol_weight_g_mol": 379.32,
  "total_charge": 1,
  "relative_energy_kcal_mol": 225.8
}

No. 12
{
  "formula": "H44O22",
  "method": "ωB97M-V/def2-TZVPD",
  "elements": ["O", "H", "H", "O", "H", "H", "O", "H", "H", "O", "H", "H", "O", "H", "H", "O", "H", "H", "O", "H", "H", "O", "H", "H", "O", "H", "H", "O", "H", "H", "O", "H", "H", "O", "H", "H", "O", "H", "H", "O", "H", "H", "O", "H", "H", "O", "H", "H", "O", "H", "H", "O", "H", "H", "O", "H", "H", "O", "H", "H", "O", "H", "H", "O", "H", "H"],
  "positions_angstrom": [[-3.26349, 2.07623, -2.74256], [-2.62657, 2.71187, -3.06894], [-4.07766, 2.57282, -2.66040], [-1.21173, 1.05500, 3.53791], [-2.07489, 0.89954, 3.92132], [-1.39530, 1.36319, 2.65047], [0.51753, 4.11041, -2.42040], [-0.26855, 4.22396, -2.95463], [0.71888, 4.98957, -2.09983], [3.87662, -2.31615, 1.65545], [3.27541, -3.05973, 1.69870], [3.91382, -2.09137, 0.72577], [2.15568, 2.54547, -0.28933], [2.81354, 2.41326, -0.97195], [1.53642, 3.16812, -0.67020], [2.28590, -4.87820, 1.79425], [2.14210, -4.50042, 0.92658], [2.09533, -5.80986, 1.68494], [-1.02810, 2.72363, 1.40018], [-0.51413, 3.47913, 1.11508], [-1.83581, 2.77623, 0.88923], [1.41883, 1.92042, 3.76504], [0.47697, 1.77385, 3.67750], [1.80835, 1.05377, 3.64921], [0.11097, -2.56309, -4.79250], [-0.17292, -2.18716, -3.95925], [0.99062, -2.89756, -4.61759], [-3.62166, 2.36965, 0.33853], [-3.37915, 2.54438, -0.57080], [-4.16529, 1.58301, 0.29501], [-2.35773, -3.49334, -1.50485], [-2.25265, -4.32643, -1.04535], [-3.14495, -3.61023, -2.03670], [-2.68433, -1.19829, 0.01157], [-1.84991, -0.73636, 0.09292], [-2.44736, -2.06599, -0.31577], [0.18958, -0.61346, -2.79981], [0.76222, 0.13642, -2.96105], [0.08955, -0.63879, -1.84819], [-5.37969, -1.19525, 0.14902], [-4.47263, -0.89178, 0.18615], [-5.33092, -2.12512, 0.37078], [1.49585, -3.37698, -0.51498], [1.68166, -2.50413, -0.86117], [1.32891, -3.91230, -1.29074], [-3.59588, -0.55102, -2.61156], [-3.41407, 0.38834, -2.58363], [-3.21317, -0.89365, -1.80386], [1.69597, 1.88049, -3.07994], [2.32211, 2.10797, -3.76728], [1.27955, 2.71117, -2.85014], [3.12642, -0.54896, 3.43923], [3.42521, -1.04720, 2.67850], [2.68522, -1.19485, 3.99095], [3.23098, -1.17872, -1.45257], [3.54709, -1.44724, -2.31525], [2.84460, -0.31491, -1.59675], [-0.51790, -0.24115, 6.31150], [-0.71736, 0.51013, 6.87009], [-0.49409, 0.11865, 5.42482], [3.84743, 2.43719, 1.69950], [3.14159, 2.62162, 1.07983], [3.41337, 2.39295, 2.55148], [0.27604, -0.04443, -0.05223], [0.65159, -0.08285, 0.82738], [0.33597, 0.87856, -0.29867]],
  "homo_lumo_gap_ev": 8.70,
  "homo_ev": -10.0,
  "mol_weight_g_mol": 396.33,
  "relative_energy_kcal_mol": 68.3
}